1.
Density functional theory data (ωB97M-V/def2-TZVPD) for a structure of composition C12H18CaO11 in a non-equilibrium geometry.

Last column: natural (NBO) charge in e.
Cartesian coordinates (Å):
1 Ca 1.640 27.521 3.147  1.70
2 C 7.806 24.358 2.368  -0.71
3 C 7.378 25.467 3.165  0.71
4 O 6.202 25.619 3.515  -0.76
5 O 8.149 26.418 3.424  -0.73
6 H 8.550 23.775 2.911  0.20
7 H 8.183 24.720 1.412  0.21
8 H 7.008 23.648 2.153  0.20
9 C 4.382 29.883 -2.290  -0.72
10 C 3.673 29.896 -0.990  0.73
11 O 2.447 29.596 -0.902  -0.83
12 O 4.456 30.014 -0.040  -0.75
13 H 5.288 30.479 -2.404  0.21
14 H 3.606 30.159 -3.005  0.19
15 H 4.682 28.895 -2.640  0.21
16 C -3.151 24.674 6.900  -0.73
17 C -2.072 25.484 6.203  0.74
18 O -0.877 25.548 6.603  -0.81
19 O -2.341 26.012 5.168  -0.78
20 H -2.703 24.045 7.669  0.20
21 H -3.547 23.860 6.293  0.20
22 H -3.961 25.173 7.431  0.20
23 C 2.813 30.280 9.347  -0.75
24 C 3.646 30.371 8.044  0.74
25 O 3.151 30.333 6.945  -0.75
26 O 4.926 30.371 8.047  -0.76
27 H 3.084 29.719 10.241  0.21
28 H 1.729 30.203 9.263  0.20
29 H 3.093 31.240 9.780  0.21
30 C 2.973 23.969 -5.894  -0.63
31 C 1.686 24.016 -4.977  0.07
32 C 0.804 22.772 -4.680  -0.09
33 O 0.677 22.838 -3.330  -0.49
34 C 1.541 23.788 -2.830  0.97
35 O 1.566 24.013 -1.586  -0.62
36 O 2.206 24.335 -3.690  -0.44
37 H 2.607 23.990 -6.920  0.21
38 H 3.588 23.070 -5.882  0.22
39 H 3.551 24.889 -5.801  0.24
40 H 1.014 24.847 -5.191  0.19
41 H 1.392 21.902 -4.974  0.17
42 H -0.203 22.744 -5.095  0.20

LUMO in eV: 0.388
Kohn-Sham gap in hartree: 0.093
Relative energy (zero: lowest compared OMol25 entry of this formula, charge and spin) in kcal/mol: 275.3
Maximum force in eV/Å: 10.745
Charge: -2


2.
Density functional theory data (ωB97M-V/def2-TZVPD) for a structure of composition C12H18Cl3N3O4PdSi.

Last column: natural (NBO) charge in e.
Cartesian coordinates (Å):
1 Pd -0.087 0.018 0.139  0.54
2 N -1.263 1.172 -1.310  -0.86
3 C -1.131 0.562 -2.640  -0.23
4 C 0.254 -0.068 -2.786  -0.23
5 N 0.595 -0.962 -1.659  -0.61
6 C 0.152 -2.365 -1.817  -0.23
7 C -1.312 -2.616 -1.434  -0.23
8 N -1.545 -2.158 -0.082  -0.88
9 H -2.199 1.166 -0.912  0.43
10 H -0.903 2.115 -1.272  0.39
11 H -1.278 1.282 -3.448  0.20
12 H -1.905 -0.194 -2.747  0.20
13 H 1.005 0.724 -2.810  0.21
14 H 0.315 -0.613 -3.733  0.20
15 H 1.601 -0.967 -1.528  0.42
16 H 0.789 -2.967 -1.167  0.22
17 H 0.325 -2.690 -2.847  0.19
18 H -1.502 -3.683 -1.581  0.19
19 H -1.983 -2.090 -2.111  0.18
20 H -1.224 -2.814 0.617  0.39
21 H -2.482 -1.853 0.144  0.40
22 Cl 3.069 -1.588 0.412  -0.44
23 Si 1.396 -0.933 1.518  1.07
24 Cl 0.739 -2.682 2.444  -0.42
25 Cl 2.180 0.193 3.047  -0.38
26 O -2.725 0.467 1.101  -0.73
27 C -1.963 1.052 1.873  0.78
28 O -0.691 1.172 1.676  -0.72
29 C -2.470 1.678 3.140  -0.18
30 C -3.836 1.756 3.351  -0.16
31 C -4.363 2.323 4.514  -0.27
32 C -3.461 2.791 5.434  0.23
33 O -3.717 3.373 6.643  -0.48
34 C -2.444 3.707 7.204  0.24
35 O -1.436 3.242 6.309  -0.49
36 C -2.097 2.711 5.229  0.28
37 C -1.561 2.164 4.095  -0.24
38 H -4.492 1.358 2.589  0.23
39 H -5.430 2.390 4.688  0.23
40 H -2.334 3.214 8.167  0.16
41 H -2.370 4.789 7.309  0.16
42 H -0.495 2.096 3.929  0.25

LUMO in eV: 0.363
Kohn-Sham gap in hartree: 0.305
Relative energy (zero: lowest compared OMol25 entry of this formula, charge and spin) in kcal/mol: 1.1
Maximum force in eV/Å: 0.620
Charge: 0


3.
Density functional theory data (ωB97M-V/def2-TZVPD) for an isolated molecule of C12H18ClNO.

Last column: natural (NBO) charge in e.
Cartesian coordinates (Å):
1 C -2.216 -2.186 0.894  -0.60
2 C -1.739 -0.750 0.723  -0.42
3 C -0.208 -0.676 0.815  -0.23
4 N 0.381 0.655 0.838  -0.45
5 C 0.244 1.336 2.112  -0.23
6 C 1.129 0.704 3.190  -0.07
7 O 0.428 -0.337 3.839  -0.73
8 C -0.005 1.490 -0.288  -0.24
9 C 0.359 0.841 -1.596  -0.03
10 C -0.555 0.729 -2.633  -0.21
11 C -0.192 0.132 -3.829  -0.19
12 C 1.087 -0.364 -4.005  -0.25
13 C 1.997 -0.250 -2.966  -0.04
14 Cl 3.602 -0.866 -3.171  0.00
15 C 1.647 0.348 -1.770  -0.19
16 H -1.926 -2.566 1.871  0.20
17 H -1.777 -2.825 0.131  0.20
18 H -3.299 -2.244 0.810  0.21
19 H -2.071 -0.375 -0.248  0.19
20 H -2.184 -0.128 1.502  0.20
21 H 0.223 -1.212 -0.035  0.20
22 H 0.107 -1.178 1.730  0.22
23 H 0.569 2.370 1.973  0.20
24 H -0.790 1.351 2.488  0.18
25 H 2.044 0.323 2.717  0.17
26 H 1.406 1.476 3.922  0.16
27 H 0.995 -0.728 4.511  0.47
28 H -1.078 1.747 -0.285  0.17
29 H 0.556 2.428 -0.204  0.21
30 H -1.558 1.112 -2.509  0.21
31 H -0.910 0.050 -4.630  0.22
32 H 1.377 -0.834 -4.932  0.23
33 H 2.358 0.427 -0.963  0.23

LUMO in eV: 0.839
Kohn-Sham gap in hartree: 0.340
Relative energy (zero: lowest compared OMol25 entry of this formula, charge and spin) in kcal/mol: 2.9
Maximum force in eV/Å: 0.554
SMILES: CCCN(CCO)Cc1cccc(Cl)c1
Charge: 0


Among the records above, which one has the lowest LUMO?
C12H18Cl3N3O4PdSi


Which value of charge does entry 2 give?
0


Which of these has the lowest charge?
C12H18CaO11


What is the formula in the third record?
C12H18ClNO